<w>
Computed, not measured: the molecule C6H11NO, with ωB97M-V/def2-TZVPD.

Calculated values
Gap between HOMO and LUMO = 0.3826 Ha
Total charge = 0
Spin multiplicity = 1
SMILES string = C=CCCNC(C)=O
E_LUMO = 0.9 eV

Last column: Löwdin charge in e.
Cartesian coordinates (Å):
1 C 1.59276 2.19234 -1.22023  -0.0183
2 C 1.80101 1.14855 -0.42683  -0.2309
3 C 0.88398 -0.07349 -0.25205  -0.2146
4 C 0.11279 0.15038 0.99948  -0.3001
5 N -0.36698 -1.08795 1.42386  0.0410
6 C -1.18176 -1.74587 0.59996  -0.6062
7 C -2.05372 -0.91968 -0.37541  -0.0208
8 O -1.40513 -2.89738 0.63134  0.0883
9 H 2.32880 2.94491 -1.55527  0.0576
10 H 0.49079 2.16323 -1.67309  0.1016
11 H 2.71074 1.06596 0.20240  0.1031
12 H 0.12818 -0.11872 -1.14708  0.1209
13 H 1.46394 -1.05485 -0.27974  0.1480
14 H 0.81330 0.72129 1.86886  0.1814
15 H -0.56046 1.01968 1.02901  0.1116
16 H 0.06364 -1.57438 2.20940  0.1653
17 H -1.75812 -1.01647 -1.46591  0.0875
18 H -3.11221 -1.19518 -0.32780  0.0751
19 H -1.95155 0.27763 -0.24090  0.1096

=====

<x>
Computed, not measured: a structure of composition C6H11NO, with ωB97M-V/def2-TZVPD.

Calculated values
Gap between HOMO and LUMO = 0.3221 Ha
Total charge = 0
Spin multiplicity = 1
E_LUMO = 0.7 eV

Last column: Löwdin charge in e.
Cartesian coordinates (Å):
1 C 0.79809 -0.08447 0.35361  -0.4917
2 C -0.39290 -0.42040 1.24867  -0.0897
3 C -1.42355 -0.82846 0.01800  -0.0937
4 C -0.94143 0.13358 -1.29745  -0.0222
5 C 0.15538 0.91377 -0.49823  -0.4639
6 C 1.55098 1.01589 -0.11735  -0.0296
7 H 0.68922 -2.15467 0.11460  0.1549
8 H 2.31552 -1.32043 -0.12265  0.0923
9 H -0.78115 0.40858 1.79266  0.0800
10 H -0.46002 -1.20293 2.08145  0.1211
11 H -2.41351 -0.59645 0.32870  0.0730
12 H -1.53119 -1.80096 -0.33859  0.0566
13 H -1.72418 0.82764 -1.72150  0.1160
14 H -0.68999 -0.66793 -1.92411  0.0613
15 H 0.03321 2.80348 0.33171  0.2723
16 H 1.78700 1.77647 0.57586  0.0998
17 H 2.39924 0.72185 -0.74682  0.1276
18 N 1.28750 -1.28767 -0.38778  0.0530
19 O -0.65822 1.76313 0.30920  -0.1171

=====

<y>
Computed, not measured: a structure of composition C6H11NO, with ωB97M-V/def2-TZVPD.

Calculated values
Gap between HOMO and LUMO = 0.3231 Ha
Total charge = 0
Spin multiplicity = 1
E_LUMO = 0.8 eV

Last column: Löwdin charge in e.
Cartesian coordinates (Å):
1 C -0.02872 0.03211 0.71579  -0.3598
2 C 0.54718 0.53949 -0.49230  -0.0968
3 C -2.46926 -1.25348 -0.32713  -0.0758
4 C -1.80100 0.06538 -0.08862  -0.3149
5 C 2.32278 0.43772 0.06015  -0.0885
6 C 3.12465 -0.49524 -0.42338  -0.0571
7 O -0.06369 0.77630 1.85611  0.0084
8 N -2.47455 1.12360 -0.13313  0.1108
9 H -0.12224 1.71565 1.63592  0.1041
10 H 0.18979 -1.00180 0.97122  0.1399
11 H -1.93306 1.97107 0.04330  0.0390
12 H 0.54216 -0.13577 -1.33898  0.1041
13 H 0.40231 1.59599 -0.70060  0.1008
14 H 2.68592 1.19277 0.75370  0.0717
15 H -3.55023 -1.13865 -0.41412  0.0730
16 H -2.11084 -1.68287 -1.26486  0.0730
17 H -2.20830 -1.95084 0.47066  0.0723
18 H 2.75668 -1.25923 -1.10277  0.0487
19 H 4.19040 -0.53220 -0.22097  0.0471

=====

<z>
Computed, not measured: the molecule C6H11NO, with ωB97M-V/def2-TZVPD.

Calculated values
Gap between HOMO and LUMO = 0.3698 Ha
Total charge = 0
Spin multiplicity = 1
SMILES string = C=C(C)C[C@H](N)C=O
E_LUMO = 0.8 eV

Last column: Löwdin charge in e.
Cartesian coordinates (Å):
1 C 2.15604 0.14513 1.17321  0.0458
2 C 1.67912 0.30551 -0.04736  -0.3710
3 C 2.61843 0.26143 -1.21814  -0.0727
4 C 0.26763 0.72437 -0.36286  -0.1346
5 C -0.77511 -0.15618 0.36640  -0.3883
6 N -0.85322 -1.52162 -0.08442  0.0570
7 C -2.11814 0.49173 0.30346  -0.2324
8 O -3.13085 -0.09840 0.03002  0.0688
9 H 3.20325 -0.11906 1.26346  0.0630
10 H 1.60854 0.20825 2.10617  0.0654
11 H 2.32650 -0.39742 -2.03950  0.0803
12 H 3.62296 -0.00953 -0.90981  0.0706
13 H 2.71814 1.22308 -1.72671  0.0841
14 H 0.02744 1.76179 -0.11906  0.1175
15 H 0.09498 0.60204 -1.43737  0.1201
16 H -0.41159 -0.20964 1.39977  0.1362
17 H -1.29953 -1.66576 -0.98709  0.0859
18 H 0.04748 -1.97991 -0.03837  0.0761
19 H -2.15126 1.57825 0.54604  0.1281

=====

Energetically preferred structure: <z> | next structure: +0.0397 hartree

=====

<w>
Computed, not measured: a structure of composition C6H11NO, with ωB97M-V/def2-TZVPD.

Calculated values
Gap between HOMO and LUMO (alpha / beta) = 0.2647 / 0.2647 Ha
Total charge = 0
Spin multiplicity = 1
E_LUMO (alpha / beta) = 0.4 / 0.4 eV

Last column: Löwdin charge in e.
Cartesian coordinates (Å):
1 C 0.70661 1.00222 0.41403  -0.2054
2 C -0.06262 0.28370 -0.49500  -0.1328
3 C -1.63872 -0.72236 0.21777  -0.1607
4 C -2.64419 0.23017 0.15345  -0.0710
5 C 1.53630 -1.74663 0.03983  -0.0245
6 C 1.19741 -0.57389 -0.85628  -0.4763
7 N 0.79519 2.36974 0.36956  0.1097
8 O 1.62375 -0.51145 -2.00123  0.0310
9 H 1.00488 0.56894 1.36005  0.1365
10 H -0.39803 0.80915 -1.38178  0.1229
11 H 0.50923 2.81373 -0.48858  0.1020
12 H 1.36630 2.82755 1.06544  0.0973
13 H -1.33767 -1.08478 1.19399  0.0750
14 H -1.64469 -1.51406 -0.51481  0.0817
15 H -3.13875 0.44668 -0.77423  0.0336
16 H -2.79959 0.93295 0.95573  0.0338
17 H 1.23854 -2.67123 -0.46185  0.0937
18 H 2.62254 -1.77486 0.18310  0.0870
19 H 1.06351 -1.68558 1.02083  0.0664

=====

<x>
Computed, not measured: the molecule C6H11NO, with ωB97M-V/def2-TZVPD.

Calculated values
Gap between HOMO and LUMO = 0.3668 Ha
Total charge = 0
Spin multiplicity = 1
SMILES string = CC(=O)N1CCCC1
E_LUMO = 0.9 eV

Last column: Löwdin charge in e.
Cartesian coordinates (Å):
1 C -0.69438 -0.46168 -2.35233  -0.0083
2 C 0.17572 0.31193 -1.33691  -0.5144
3 O 0.46130 1.49465 -1.52357  0.0425
4 N 0.44564 -0.35867 -0.18631  -0.0523
5 C -0.81381 -1.01455 0.37365  -0.1328
6 C -0.87890 -0.40438 1.78272  -0.2200
7 C 0.30790 0.34801 2.18010  -0.1912
8 C 1.29474 0.28221 0.92999  -0.0778
9 H -0.77893 0.07333 -3.19690  0.0167
10 H 0.03335 -1.30749 -2.60416  0.1165
11 H -1.79513 -0.68278 -2.20262  0.1000
12 H -1.80021 -0.94363 -0.08156  0.1004
13 H -0.66966 -2.11336 0.42482  0.1183
14 H -1.84285 0.28786 1.95653  0.1477
15 H -1.12011 -1.16493 2.57616  0.1152
16 H 0.02557 1.40744 2.30401  0.1122
17 H 0.76236 0.05523 3.05812  0.0760
18 H 2.05048 1.14518 0.67984  0.1505
19 H 1.97764 -0.57265 1.11518  0.1008

=====

<y>
Computed, not measured: a cluster of 2 separate species, C6H11NO in total, with ωB97M-V/def2-TZVPD.

Calculated values
Gap between HOMO and LUMO = 0.3479 Ha
Total charge = 0
Spin multiplicity = 1
SMILES string = [H]/N=C(\C)C(=C)C=C.O
E_LUMO = 0.5 eV

Last column: Löwdin charge in e.
Cartesian coordinates (Å):
1 H 1.99328 0.86893 -1.21873  0.0755
2 N 1.25729 0.20608 -0.98280  0.1230
3 C 0.36735 0.66425 -0.19791  -0.4014
4 C 0.42249 2.02522 0.43381  -0.0234
5 C -0.76845 -0.20928 0.17441  -0.2857
6 C -1.22937 -0.21035 1.43035  0.0874
7 C -1.36424 -1.10222 -0.81778  -0.1457
8 C -1.19566 -1.04694 -2.13274  0.0258
9 H -0.56466 2.48080 0.47388  0.0873
10 H 0.79665 1.91823 1.45532  0.0910
11 H 1.10890 2.67208 -0.10418  0.0781
12 H -2.05901 -0.83865 1.71526  0.0693
13 H -0.76149 0.35132 2.21989  0.0687
14 H -2.05139 -1.83179 -0.40439  0.1007
15 H -0.49246 -0.36065 -2.57450  0.0466
16 H -1.72988 -1.70600 -2.79697  0.0541
17 O 2.15718 -1.06076 1.39848  -0.0971
18 H 2.11617 -2.01303 1.49684  0.0260
19 H 1.99730 -0.80726 0.43174  0.0199

=====

Energetically preferred structure: <y> | next structure: +0.0109 hartree

=====

<w>
Computed, not measured: a cluster of 3 separate species, C4H14NO2 in total, with ωB97M-V/def2-TZVPD.

Calculated values
Gap between HOMO and LUMO = 0.1620 Ha
Total charge = +1
Spin multiplicity = 1
E_LUMO = -10.0 eV

Last column: Löwdin charge in e.
Cartesian coordinates (Å):
1 C -0.63685 0.55968 1.80259  -0.2272
2 C 0.83860 0.38673 1.46136  -0.1541
3 C 1.08421 -0.14047 0.04540  -0.1737
4 C 1.20575 0.77206 -1.15458  -0.1623
5 O 0.14748 1.78132 -0.86530  -0.0183
6 N -1.42954 -0.58760 1.49698  0.1658
7 H -1.09997 1.46096 1.36116  0.1487
8 H -0.73533 0.74339 2.87767  0.1358
9 H 1.41162 1.29077 1.69831  0.1340
10 H 1.30607 -0.34616 2.12492  0.1288
11 H 0.16632 -0.71976 -0.15718  0.0820
12 H 1.89176 -0.87608 -0.02658  0.1387
13 H 2.10346 1.40164 -1.12658  0.1522
14 H 1.27029 0.13253 -2.03512  0.1165
15 H -0.59180 1.19266 -1.17778  -0.0045
16 H -1.72235 0.29842 -1.65184  0.3438
17 H -1.79240 -0.67842 0.55170  0.0627
18 H -2.10827 -0.93527 2.16169  0.1268
19 H -0.82870 -1.23005 -2.46511  -0.0201
20 H -0.41228 -2.69102 -2.35800  0.0622
21 O -0.06806 -1.81532 -2.56370  -0.0380

=====

<x>
Computed, not measured: a cluster of 2 separate species, C4H14NO2 in total, with ωB97M-V/def2-TZVPD.

Calculated values
Gap between HOMO and LUMO = 0.4158 Ha
Total charge = +1
Spin multiplicity = 1
E_LUMO = -3.1 eV

Last column: Löwdin charge in e.
Cartesian coordinates (Å):
1 O 2.11216 -0.17265 -1.68875  -0.1011
2 C 0.68224 0.13331 -1.75150  -0.1825
3 C 0.12589 -0.42604 -0.43676  -0.1175
4 N 0.97793 0.08930 0.66028  -0.0191
5 C 0.64992 1.52651 0.97855  -0.1320
6 C -0.42853 1.44026 2.21857  -0.0199
7 H 2.46216 -0.61357 -2.57368  0.1781
8 H 0.23342 -0.36254 -2.59115  0.1197
9 H 0.39656 1.20759 -1.86011  0.1274
10 H 0.30544 -1.45143 -0.28466  0.1233
11 H -0.88792 -0.11880 -0.13855  0.1415
12 H 0.74779 -0.55088 1.48778  0.2028
13 H 1.89352 -0.17746 0.44137  0.1297
14 H 0.35684 2.05851 0.00582  0.1322
15 H 1.72181 1.89176 1.15666  0.1499
16 H -0.82854 2.27858 2.71267  0.0480
17 H 0.32183 1.08767 3.06475  0.1160
18 H -1.18774 0.61388 1.94676  0.1014
19 H -2.59422 -2.60171 -1.56384  0.0275
20 H -3.72576 -3.37406 -0.83783  0.0590
21 O -3.33480 -2.47823 -0.94638  -0.0845

=====

<y>
Computed, not measured: a cluster of 2 separate species, C4H14NO2 in total, with ωB97M-V/def2-TZVPD.

Calculated values
Gap between HOMO and LUMO = 0.4192 Ha
Total charge = +1
Spin multiplicity = 1
E_LUMO = -3.2 eV

Last column: Löwdin charge in e.
Cartesian coordinates (Å):
1 C 0.20515 0.23955 -1.14659  -0.0332
2 C 0.39406 -0.29304 0.25793  -0.2911
3 C -0.80216 -0.67169 1.08530  -0.3696
4 C -1.86728 0.40820 1.20852  -0.0156
5 O -0.20998 -1.02394 2.33939  -0.0396
6 N 1.18465 0.71529 1.06972  0.2277
7 H -0.01978 -0.54675 -1.85542  0.0891
8 H -0.59322 0.97232 -1.28214  0.0973
9 H 1.13523 0.70077 -1.46041  0.0806
10 H 1.08582 -1.11619 0.15215  0.1596
11 H -1.24478 -1.57821 0.68317  0.1589
12 H -2.69824 0.24209 0.52248  0.0973
13 H -2.29875 0.38984 2.20890  0.0917
14 H -1.52083 1.43498 1.06312  0.0816
15 H -0.81655 -1.27873 3.03750  0.1157
16 H 1.26155 0.33897 2.02343  0.1614
17 H 2.12221 0.80867 0.67991  0.1745
18 H 0.77508 1.65033 1.11110  0.1715
19 H 0.38646 -0.23517 -4.59748  0.0495
20 H 1.39005 0.87733 -4.70376  0.0529
21 O 0.97354 0.29924 -4.04857  -0.0601

=====

<z>
Computed, not measured: a cluster of 3 separate species, C4H14NO2 in total, with ωB97M-V/def2-TZVPD.

Calculated values
Gap between HOMO and LUMO = 0.4354 Ha
Total charge = +1
Spin multiplicity = 1
E_LUMO = -3.0 eV

Last column: Löwdin charge in e.
Cartesian coordinates (Å):
1 C -0.72039 0.89066 0.32043  -0.1330
2 N 0.72521 0.54094 0.48266  -0.0008
3 C 1.14599 -0.31986 -0.72060  -0.0625
4 C -0.20245 -0.67039 -1.36057  -0.1905
5 C -1.27567 -0.37750 -0.37670  -0.1685
6 H -1.08601 1.16385 1.39196  0.1642
7 H -0.79718 1.79962 -0.34916  0.1487
8 H 0.93920 -0.09452 1.32723  0.2076
9 H 1.27298 1.49555 0.65473  0.1720
10 H 1.46828 -1.32541 -0.20054  0.1654
11 H 1.96712 0.16890 -1.17412  0.1114
12 H -0.30817 -0.35406 -2.39161  0.1301
13 H -0.21254 -1.69247 -1.46846  0.0706
14 H -1.40433 -1.08294 0.42237  0.0858
15 H -2.27683 -0.28154 -0.91201  0.1581
16 H -0.69325 -4.26715 0.07289  0.0437
17 H -1.79145 -3.15388 0.05638  0.0542
18 O -0.91793 -3.40577 0.41218  -0.0541
19 H 1.21793 3.90386 2.04166  0.1126
20 H 1.75337 3.70424 0.56677  0.0143
21 O 1.19613 3.35785 1.20454  -0.0295

=====

Energetically preferred structure: <y> | next structure: +0.0291 hartree

=====

<w>
Computed, not measured: a structure of composition C4H14NO2, with ωB97M-V/def2-TZVPD.

Calculated values
Gap between HOMO and LUMO = 0.0714 Ha
Total charge = +1
Spin multiplicity = 1
E_LUMO = -10.0 eV

Last column: Löwdin charge in e.
Cartesian coordinates (Å):
1 C 0.90975 0.50630 2.22546  0.1872
2 O 0.39522 -0.16245 -1.97362  0.0005
3 C 2.14460 0.77950 1.73602  -0.0283
4 C 2.35228 1.24805 0.33872  -0.1997
5 C 2.82157 0.09009 -0.39796  -0.0343
6 N -6.26263 -2.98961 -0.68073  0.0148
7 H 0.74981 0.27486 3.29567  0.1168
8 H 0.04495 0.63360 1.57691  0.0624
9 H -0.16976 -0.36959 -2.76390  0.1038
10 H 3.02801 0.60536 2.29827  0.1333
11 H 2.93646 2.19396 0.23635  0.1741
12 H 1.29495 1.55453 0.02651  0.1227
13 H 3.84167 -0.12974 -0.50145  0.0993
14 H 2.59484 0.20799 -1.50605  0.1597
15 H 2.27466 -0.79793 -0.14458  0.0993
16 H -6.97443 -3.32910 -1.32771  0.0178
17 H -6.66809 -2.58020 0.12367  -0.0121
18 H -5.83128 -3.82086 -0.37917  -0.0205
19 H -1.31102 1.60859 -0.32322  0.0982
20 H -0.12299 0.48358 -1.33432  -0.0564
21 O -0.43096 1.17775 -0.29058  -0.0386

=====

<x>
Computed, not measured: a cluster of 3 separate species, C4H14NO2 in total, with ωB97M-V/def2-TZVPD.

Calculated values
Gap between HOMO and LUMO = 0.3466 Ha
Total charge = +1
Spin multiplicity = 1
E_LUMO = -3.9 eV

Last column: Löwdin charge in e.
Cartesian coordinates (Å):
1 C 1.54755 1.49302 1.63265  -0.1174
2 C 0.31081 1.62209 0.76702  -0.1895
3 C -0.63524 0.35919 0.89560  -0.2121
4 C -0.68318 -0.38141 2.01610  0.0957
5 N -1.16466 -0.23044 -0.39344  0.2667
6 H 2.10536 2.47199 1.62421  0.1078
7 H 2.22022 0.69836 1.22229  0.1052
8 H 1.24157 1.37453 2.63327  0.0506
9 H 0.76834 1.82482 -0.24792  0.1267
10 H -0.12755 2.51102 1.06025  0.0864
11 H 0.25830 -0.57503 2.54147  0.0890
12 H -1.65592 -0.66649 2.43645  0.0951
13 H -1.27301 -1.17857 -0.52266  0.0733
14 H -2.16939 0.04246 -0.46694  0.1964
15 H -0.76719 0.29002 -1.12687  0.1159
16 H 1.41175 0.60640 -3.65837  0.1307
17 H 0.08663 0.31032 -4.42140  0.0485
18 O 0.46708 0.09913 -3.53211  -0.1493
19 H 0.04511 -3.51467 -0.45230  0.0639
20 H -1.16530 -3.99195 -1.25512  0.1136
21 O -0.82130 -3.16480 -0.75220  -0.0973

=====

Energetically preferred structure: <x> | next structure: +0.2165 hartree